(1)
{"formula": "C18H17ClN4O3S", "method": "ωB97M-V/def2-TZVPD", "elements": ["O", "S", "O", "C", "C", "C", "C", "C", "C", "Cl", "N", "C", "C", "C", "C", "C", "N", "C", "C", "C", "C", "C", "N", "C", "N", "O", "C", "H", "H", "H", "H", "H", "H", "H", "H", "H", "H", "H", "H", "H", "H", "H", "H", "H"], "positions_angstrom": [[-1.47, 0.08, 2.27], [-1.37, 0.29, 0.86], [-0.16, 0.88, 0.34], [-2.72, 1.32, 0.29], [-2.44, 2.47, -0.44], [-3.47, 3.28, -0.88], [-4.78, 2.95, -0.57], [-5.07, 1.80, 0.15], [-4.03, 0.99, 0.58], [-4.35, -0.43, 1.48], [-1.75, -1.14, 0.09], [-1.54, -2.38, 0.81], [-0.13, -2.91, 0.60], [0.14, -3.10, -0.89], [-0.08, -1.79, -1.65], [0.99, -0.80, -1.35], [1.93, -0.87, -0.47], [2.60, 0.31, -0.64], [3.74, 0.69, 0.17], [4.15, -0.11, 1.23], [5.24, 0.30, 1.99], [5.87, 1.49, 1.65], [5.48, 2.25, 0.64], [4.45, 1.87, -0.08], [2.10, 1.03, -1.61], [1.05, 0.32, -2.09], [-1.47, -1.21, -1.32], [-1.41, 2.69, -0.65], [-3.26, 4.17, -1.44], [-5.59, 3.58, -0.91], [-6.09, 1.54, 0.39], [-2.28, -3.10, 0.46], [-1.72, -2.15, 1.86], [0.59, -2.19, 1.00], [-0.01, -3.86, 1.13], [-0.54, -3.86, -1.29], [1.16, -3.45, -1.04], [-0.05, -1.97, -2.73], [3.62, -1.02, 1.45], [5.58, -0.29, 2.82], [6.72, 1.85, 2.21], [4.15, 2.52, -0.90], [-2.23, -1.84, -1.79], [-1.55, -0.19, -1.72]], "smiles": "O=S(=O)(c1ccccc1Cl)N1CCC[C@H](c2nc(-c3cccnc3)no2)C1", "e_tot_ha": -1999.2195, "gap_ev": 9.58}

(2)
{"formula": "C3H5FN2S", "method": "ωB97M-V/def2-TZVPD", "elements": ["H", "N", "C", "C", "F", "N", "C", "S", "H", "H", "H", "H"], "positions_angstrom": [[-2.22, 0.75, -1.63], [-1.15, 0.64, -2.03], [-0.56, 0.52, -0.93], [0.80, 0.59, -0.62], [1.37, 1.04, -1.85], [-1.23, 0.16, 0.36], [-0.77, -0.83, 1.22], [0.73, -1.07, 1.87], [0.71, 1.50, 0.21], [1.41, -0.35, -0.30], [-2.28, -0.13, 0.20], [-1.64, -1.29, 1.89]], "smiles": "[H]/N=C(/CF)NC=S", "e_tot_ha": -724.7683, "gap_ev": 8.69}

(3)
{"formula": "C26H28BrFN2PdSi2", "method": "ωB97M-V/def2-TZVPD", "elements": ["Pd", "C", "Si", "C", "C", "N", "C", "C", "C", "C", "C", "C", "F", "H", "H", "H", "H", "H", "H", "H", "H", "H", "H", "H", "H", "H", "Br", "C", "C", "C", "C", "N", "C", "H", "H", "H", "H", "C", "C", "C", "C", "C", "C", "Si", "C", "C", "C", "C", "C", "C", "H", "H", "H", "H", "H", "H", "H", "H", "H", "H", "H"], "positions_angstrom": [[0.64, 0.19, 0.07], [4.45, -2.63, -0.87], [3.16, -1.50, -0.20], [3.78, 0.24, -0.18], [2.61, -1.90, 1.53], [1.57, -1.41, -1.12], [1.13, -2.00, -2.17], [1.86, -3.09, -2.84], [1.35, -3.69, -3.94], [0.08, -3.29, -4.45], [-0.68, -2.29, -3.87], [-0.18, -1.64, -2.77], [-0.85, -0.68, -2.23], [5.35, -2.50, -0.26], [4.72, -2.38, -1.90], [4.18, -3.69, -0.82], [4.73, 0.22, 0.36], [3.12, 0.93, 0.36], [3.96, 0.65, -1.18], [3.49, -2.11, 2.14], [1.94, -2.77, 1.61], [2.11, -1.04, 1.97], [2.81, -3.40, -2.43], [1.90, -4.49, -4.43], [-0.31, -3.79, -5.32], [-1.65, -2.01, -4.26], [-3.25, -3.98, 0.91], [-2.23, -2.66, 1.76], [-1.98, -2.70, 3.12], [-1.20, -1.70, 3.67], [-0.68, -0.72, 2.85], [-0.90, -0.69, 1.53], [-1.69, -1.63, 1.00], [-2.39, -3.49, 3.73], [-1.00, -1.67, 4.74], [-0.06, 0.07, 3.26], [-1.93, -1.55, -0.05], [2.29, 5.39, 1.24], [3.04, 4.96, 0.16], [2.56, 3.94, -0.66], [1.31, 3.36, -0.39], [0.56, 3.82, 0.71], [1.06, 4.82, 1.52], [0.79, 1.95, -1.41], [-0.65, 2.23, -2.51], [-1.97, 2.30, -2.06], [-3.02, 2.46, -2.95], [-2.75, 2.56, -4.31], [-1.44, 2.49, -4.78], [-0.39, 2.33, -3.88], [2.67, 6.19, 1.87], [4.00, 5.41, -0.06], [3.15, 3.62, -1.51], [-0.42, 3.40, 0.91], [0.48, 5.17, 2.37], [1.90, 1.59, -2.33], [-2.20, 2.24, -1.00], [-4.04, 2.51, -2.60], [-3.56, 2.72, -5.01], [-1.24, 2.58, -5.84], [0.62, 2.29, -4.26]], "charge": 2, "e_tot_ha": -4497.2340, "gap_ev": 4.59}

(4)
{"formula": "C48H58CsN2O6P3S", "method": "ωB97M-V/def2-TZVPD", "elements": ["Cs", "C", "C", "C", "P", "C", "C", "C", "C", "C", "C", "C", "C", "C", "C", "N", "C", "C", "C", "C", "C", "C", "C", "P", "C", "C", "C", "C", "C", "C", "H", "H", "H", "H", "H", "H", "H", "H", "H", "H", "H", "H", "H", "H", "H", "H", "H", "H", "H", "H", "H", "H", "H", "H", "H", "H", "H", "H", "H", "H", "H", "H", "H", "H", "H", "H", "H", "H", "H", "H", "O", "C", "O", "C", "C", "C", "C", "C", "C", "P", "C", "C", "C", "C", "C", "C", "C", "C", "C", "C", "C", "C", "H", "H", "H", "H", "H", "H", "H", "H", "H", "H", "H", "H", "H", "H", "O", "C", "N", "C", "H", "C", "S", "O", "O", "O", "H", "H", "H"], "positions_angstrom": [[-1.57, 1.36, 0.31], [3.56, 2.96, -1.73], [3.37, 1.69, -0.90], [4.54, 0.73, -1.07], [1.65, 0.99, -1.15], [1.39, 1.08, -3.00], [-0.06, 0.66, -3.26], [2.33, 0.45, -4.03], [1.86, -0.77, -0.68], [1.94, -1.90, -1.47], [2.08, -3.19, -0.94], [2.23, -4.39, -1.83], [2.12, -3.30, 0.45], [2.05, -2.20, 1.28], [1.94, -0.90, 0.74], [1.84, 0.27, 1.42], [2.42, 0.58, 2.59], [3.52, -0.12, 3.18], [4.14, 0.36, 4.32], [3.75, 1.53, 4.95], [4.43, 2.03, 6.20], [2.68, 2.22, 4.38], [2.01, 1.78, 3.25], [0.60, 2.68, 2.48], [1.19, 4.44, 2.55], [0.06, 5.35, 2.06], [2.42, 4.59, 1.66], [-0.71, 2.65, 3.81], [-1.14, 1.19, 4.00], [-0.41, 3.28, 5.16], [4.41, 3.54, -1.35], [2.68, 3.61, -1.71], [3.77, 2.73, -2.78], [3.34, 1.98, 0.15], [4.60, 0.32, -2.08], [4.45, -0.12, -0.38], [5.48, 1.24, -0.86], [1.43, 2.16, -3.15], [-0.20, -0.41, -3.07], [-0.36, 0.88, -4.29], [-0.74, 1.20, -2.59], [2.24, -0.64, -4.06], [3.38, 0.68, -3.83], [2.09, 0.82, -5.03], [1.87, -1.81, -2.55], [2.18, -4.11, -2.88], [1.44, -5.13, -1.66], [3.19, -4.89, -1.66], [2.20, -4.29, 0.89], [2.05, -2.32, 2.35], [3.89, -1.01, 2.70], [4.99, -0.20, 4.72], [5.34, 1.46, 6.40], [3.79, 1.96, 7.08], [4.73, 3.08, 6.11], [2.38, 3.16, 4.83], [1.46, 4.72, 3.57], [-0.18, 5.13, 1.02], [0.37, 6.40, 2.11], [-0.86, 5.24, 2.64], [2.18, 4.29, 0.63], [3.25, 3.98, 2.01], [2.74, 5.64, 1.62], [-1.55, 3.18, 3.35], [-0.30, 0.59, 4.35], [-1.49, 0.75, 3.06], [-1.95, 1.12, 4.72], [0.36, 2.72, 5.70], [-1.31, 3.28, 5.79], [-0.07, 4.32, 5.08], [-4.89, -0.15, -0.50], [-3.89, -0.68, -1.02], [-2.71, -0.69, -0.58], [-4.08, -1.39, -2.36], [-5.26, -1.17, -3.05], [-5.48, -1.77, -4.29], [-4.51, -2.61, -4.81], [-3.33, -2.83, -4.11], [-3.09, -2.23, -2.88], [-1.47, -2.41, -1.97], [-2.00, -3.25, -0.43], [-3.13, -4.05, -0.32], [-3.46, -4.64, 0.89], [-2.66, -4.43, 2.01], [-1.53, -3.64, 1.91], [-1.20, -3.05, 0.70], [-0.75, -3.86, -2.89], [-0.71, -5.18, -2.44], [-0.07, -6.17, -3.17], [0.54, -5.87, -4.38], [0.53, -4.56, -4.84], [-0.10, -3.57, -4.09], [-5.99, -0.53, -2.59], [-6.40, -1.59, -4.83], [-4.66, -3.08, -5.78], [-2.60, -3.49, -4.55], [-3.76, -4.21, -1.19], [-4.36, -5.25, 0.97], [-2.93, -4.88, 2.96], [-0.91, -3.46, 2.77], [-0.33, -2.41, 0.62], [-1.18, -5.44, -1.50], [-0.05, -7.19, -2.79], [1.04, -6.65, -4.95], [1.02, -4.30, -5.77], [-0.07, -2.55, -4.44], [-5.88, 0.11, 2.50], [-4.91, -0.36, 2.18], [-0.96, 4.64, -2.00], [0.01, 5.02, -2.51], [-1.82, 4.27, -1.54], [-5.28, 3.20, 0.43], [-3.65, 3.86, 0.42], [-3.75, 5.29, 0.67], [-3.13, 3.54, -0.93], [-2.93, 3.11, 1.45], [-5.91, 3.82, -0.21], [-5.65, 3.22, 1.45], [-5.25, 2.17, 0.06]], "charge": -2, "e_tot_ha": -3867.3409, "gap_ev": 5.19}

The records above give, respectively, E_LUMO values of 0.490 -0.338 -9.519 3.786 eV.
The records above give, respectively, ΔE to the lowest compared entry with this formula, charge and spin values of 248.5 258.1 75.3 0.0 kJ/mol.